Record 1
The following is a quantum chemistry calculation of a cluster of 8 separate species, C38H36F48O10 in total in a non-equilibrium geometry, from the Open Molecules 2025 dataset.

For the total energy, the calculation gives -190888.6362 eV. Its total charge is +1. The value obtained for the gap between HOMO and LUMO (spin up / spin down) is 7.343 / 2.433 eV. The highest occupied orbital energy (spin up / spin down) is -11.98 / -11.98 eV. As for the multiplicity: 2.

CARTESIAN COORDINATES (ANGSTROEM)
O  -1.48  -5.24  -0.84
C  -1.49  -4.52  -1.84
O  -2.00  -3.31  -1.96
C  -1.86  -2.68  -3.20
C  -1.24  -3.72  -4.07
C  -0.74  -4.83  -3.19
H  -1.29  -1.75  -3.16
H  -2.88  -2.39  -3.45
H  -0.44  -3.23  -4.63
H  -1.89  -4.13  -4.85
H  0.34  -4.69  -3.15
H  -0.79  -5.84  -3.58
O  4.67  -1.85  3.75
C  4.53  -0.83  3.06
O  5.15  0.26  3.44
C  4.86  1.38  2.62
C  4.14  0.84  1.47
C  3.53  -0.45  2.02
H  5.81  1.81  2.31
H  4.25  2.07  3.21
H  4.73  0.59  0.59
H  3.46  1.62  1.13
H  3.40  -1.32  1.38
H  2.58  -0.17  2.47
C  -0.44  0.55  -0.22
C  0.72  0.74  -1.26
C  1.78  -0.40  -1.41
F  1.92  -1.20  -0.32
F  1.51  -1.24  -2.40
F  0.20  1.11  -2.49
F  1.42  1.82  -0.86
O  0.09  0.45  1.13
C  -0.43  1.36  2.16
C  -1.86  0.92  2.54
F  -2.35  1.55  3.65
F  -2.70  1.01  1.55
F  0.35  1.17  3.22
F  -0.27  2.58  1.71
H  -1.11  -0.29  -0.36
H  -1.11  1.40  -0.23
H  2.77  0.00  -1.64
H  -1.87  -0.13  2.85
C  1.54  6.28  -2.54
C  0.27  5.62  -2.09
C  -0.60  5.01  -3.20
F  -1.57  4.35  -2.57
F  -1.22  5.90  -3.98
F  0.63  4.61  -1.33
F  -0.38  6.61  -1.42
O  1.22  7.24  -3.62
C  2.41  7.79  -4.36
C  1.69  8.58  -5.51
F  2.49  9.28  -6.28
F  0.83  7.84  -6.29
F  3.13  8.56  -3.55
F  3.25  6.80  -4.72
H  2.28  5.51  -2.77
H  1.97  6.92  -1.76
H  -0.10  4.24  -3.78
H  1.07  9.39  -5.14
C  -5.74  2.90  -0.77
C  -6.12  2.44  0.69
C  -7.24  1.38  0.57
F  -7.61  0.84  1.73
F  -8.29  1.93  -0.06
F  -5.08  1.83  1.18
F  -6.34  3.44  1.50
O  -5.46  1.91  -1.75
C  -4.20  1.99  -2.29
C  -4.22  0.98  -3.49
F  -3.14  0.99  -4.31
F  -4.47  -0.30  -3.23
F  -4.01  3.20  -2.80
F  -3.27  1.75  -1.35
H  -4.98  3.68  -0.73
H  -6.60  3.46  -1.15
H  -6.91  0.58  -0.09
H  -5.05  1.28  -4.13
C  -1.23  -5.78  4.56
C  -1.35  -5.64  6.11
C  -0.15  -5.11  6.85
F  0.07  -3.84  6.44
F  -0.33  -5.12  8.27
F  -2.47  -4.92  6.51
F  -1.51  -6.90  6.59
O  -0.94  -4.52  4.08
C  -0.01  -4.53  2.96
C  0.31  -3.03  2.40
F  1.06  -3.01  1.20
F  -0.82  -2.27  2.27
F  1.11  -5.21  3.30
F  -0.52  -5.28  2.00
H  -2.25  -6.05  4.29
H  -0.53  -6.52  4.19
H  0.80  -5.58  6.63
H  0.91  -2.52  3.16
C  -0.62  -0.46  7.15
C  0.86  -0.43  6.69
C  1.76  0.26  7.77
F  1.48  1.50  8.08
F  1.69  -0.30  8.97
F  1.35  -1.62  6.41
F  1.01  0.25  5.62
O  -1.13  0.92  7.25
C  -2.54  1.08  7.11
C  -2.91  2.56  6.71
F  -4.17  2.75  6.42
F  -2.44  3.35  7.62
F  -3.13  0.35  6.18
F  -3.08  0.77  8.21
H  -0.73  -0.95  8.12
H  -1.15  -1.07  6.42
H  2.80  0.06  7.54
H  -2.36  2.85  5.81
C  2.79  -2.86  -6.96
C  3.39  -2.73  -8.40
C  2.56  -3.63  -9.42
F  1.28  -3.48  -9.28
F  3.00  -3.73  -10.71
F  3.41  -1.44  -8.77
F  4.59  -3.26  -8.42
O  3.44  -2.13  -5.92
C  4.46  -2.79  -5.05
C  5.25  -1.65  -4.17
F  4.53  -0.69  -3.63
F  6.14  -2.08  -3.31
F  3.84  -3.59  -4.13
F  5.17  -3.59  -5.88
H  2.83  -3.92  -6.74
H  1.74  -2.58  -6.98
H  2.62  -4.68  -9.13
H  5.94  -1.05  -4.76

***

Record 2
The following is a quantum chemistry calculation of a structure of composition C25H21F38O11PS in a non-equilibrium geometry, from the Open Molecules 2025 dataset.

The energy above the lowest of the compared OMol25 structures with the same formula, charge and spin comes out at 0.0 kcal per mole. For the total energy, the calculation gives -172170.9648 eV. Its total charge is 0. The value obtained for the gap between HOMO and LUMO is 8.828 eV. The highest occupied orbital energy is -10.36 eV.

CARTESIAN COORDINATES (ANGSTROEM)
O  2.63  2.85  2.77
P  2.28  4.31  3.13
O  2.25  5.14  1.64
C  1.16  4.68  0.81
C  1.80  3.55  -0.30
C  0.70  3.04  -1.46
O  1.92  4.02  -1.72
O  3.51  5.06  4.04
C  4.80  4.63  3.67
F  4.99  4.45  2.31
F  5.72  5.62  4.07
F  5.09  3.44  4.37
O  0.73  4.50  3.80
S  0.53  3.75  5.28
O  -0.96  3.77  5.56
O  1.18  4.45  6.43
C  1.02  1.96  5.32
F  2.39  1.75  5.50
F  0.37  1.33  6.40
F  0.54  1.33  4.17
H  0.73  5.47  0.11
H  0.40  4.03  1.32
H  2.57  2.74  0.12
H  1.04  1.96  -1.36
H  -0.18  3.52  -0.93
C  -3.09  -0.03  -0.42
C  -2.24  0.90  -1.32
C  -3.02  1.82  -2.26
F  -3.80  1.16  -3.13
F  -2.16  2.57  -3.00
F  -1.34  0.15  -2.00
F  -1.50  1.69  -0.48
O  -3.30  -1.38  -0.87
C  -4.35  -1.61  -1.79
C  -3.84  -2.06  -3.17
F  -2.96  -1.19  -3.70
F  -4.86  -2.17  -4.05
F  -5.14  -0.52  -1.85
F  -5.11  -2.59  -1.26
H  -2.51  -0.16  0.50
H  -4.02  0.44  -0.11
H  -3.65  2.52  -1.69
H  -3.34  -3.03  -3.10
C  -4.08  0.40  -8.40
C  -4.27  1.52  -7.35
C  -5.33  1.27  -6.28
F  -6.57  1.10  -6.78
F  -5.41  2.33  -5.43
F  -4.48  2.69  -7.99
F  -3.07  1.65  -6.71
O  -4.76  0.55  -9.66
C  -6.11  0.15  -9.74
C  -7.07  1.33  -9.98
F  -6.94  2.28  -9.04
F  -8.36  0.91  -9.94
F  -6.43  -0.58  -8.65
F  -6.19  -0.70  -10.79
H  -3.02  0.42  -8.68
H  -4.24  -0.59  -7.98
H  -5.09  0.39  -5.68
H  -6.88  1.79  -10.95
C  6.59  1.71  6.80
C  6.19  2.11  8.24
C  7.33  2.42  9.21
F  8.17  1.39  9.39
F  6.83  2.72  10.43
F  5.37  1.15  8.74
F  5.42  3.23  8.14
O  6.66  0.31  6.49
C  7.84  -0.39  6.83
C  7.61  -1.44  7.92
F  7.08  -0.91  9.04
F  8.79  -2.01  8.29
F  8.81  0.50  7.13
F  8.24  -1.01  5.70
H  5.79  2.08  6.15
H  7.49  2.24  6.46
H  7.91  3.28  8.86
H  6.94  -2.22  7.57
C  0.23  -6.70  -0.41
C  -0.11  -8.05  -1.09
C  -0.20  -8.04  -2.62
F  -1.15  -7.21  -3.09
F  -0.52  -9.28  -3.07
F  -1.24  -8.54  -0.53
F  0.89  -8.91  -0.75
O  -0.86  -5.91  0.09
C  -1.56  -5.08  -0.81
C  -3.01  -5.53  -1.03
F  -3.09  -6.81  -1.45
F  -3.61  -4.77  -1.98
F  -0.86  -4.98  -1.96
F  -1.56  -3.85  -0.26
H  0.80  -6.95  0.48
H  0.91  -6.09  -1.02
H  0.76  -7.76  -3.07
H  -3.59  -5.44  -0.11